15 unconnected molecules or ions with the total composition C2H33O15, computed with ωB97M-V with the def2-TZVPD basis set.

Structure (XYZ):
```
50
Properties=species:S:1:pos:R:3:forces:R:3:nbo_charge:R:1
O -16.7476 9.4084 -16.7863 -1.535 0.350 -0.071 -0.958
O -16.5052 6.4586 -15.5873 0.870 -0.186 -1.262 -0.978
O -18.4099 6.4583 -11.6896 -0.706 -0.061 1.411 -0.965
O -16.3624 8.0108 -10.9915 0.543 -0.751 1.013 -0.999
O -14.8121 11.8959 -10.5828 0.379 0.472 0.274 -0.977
O -19.2276 7.3012 -14.5492 -0.166 -0.194 0.891 -0.992
O -19.8460 12.9197 -10.8791 -1.056 -0.773 -0.387 -0.952
O -14.8713 7.6954 -13.4873 0.461 -0.341 -0.809 -0.953
O -17.0810 13.4738 -12.0329 -0.624 1.767 0.360 -0.968
O -20.4562 8.0987 -12.3605 -1.379 -0.928 0.921 -0.990
O -16.7147 14.4927 -14.5640 0.446 0.614 -2.227 -0.955
O -16.4768 10.2498 -12.2089 -0.710 -0.012 -2.452 -1.008
O -17.5857 11.0825 -10.0565 0.358 1.262 0.995 -1.008
O -14.5799 10.9207 -13.8563 0.397 -0.714 1.027 -0.970
O -19.8900 9.5279 -10.1700 0.116 -0.523 -2.001 -0.932
C -18.3768 10.6146 -13.6815 -1.072 -1.017 -0.474 -0.631
C -17.2107 9.7109 -13.3370 0.058 0.185 1.843 -0.095
H -15.1008 11.2895 -11.3028 -0.394 0.732 0.592 0.517
H -18.8951 7.2919 -11.7953 0.114 -0.273 -0.304 0.484
H -17.1356 10.7703 -10.8600 0.330 -0.449 -0.678 0.498
H -16.6112 9.4642 -14.2521 0.013 0.376 0.845 0.137
H -19.0458 10.1192 -14.4267 0.518 0.383 -0.002 0.178
H -17.5736 8.7395 -12.9580 -0.330 0.052 -0.726 0.148
H -15.5064 12.5031 -10.2541 0.438 -1.320 -0.686 0.454
H -17.1768 9.5644 -15.9213 0.571 -0.162 -0.616 0.480
H -20.8716 7.2613 -11.9999 0.605 1.555 -0.502 0.496
H -16.8770 13.7469 -11.1301 -0.009 0.104 -0.268 0.481
H -19.7447 7.6913 -13.8043 0.624 -0.278 -0.233 0.500
H -19.0374 10.6434 -12.8029 0.362 0.644 -0.024 0.193
H -15.1846 7.5507 -14.3919 0.073 -0.202 0.274 0.463
H -18.2494 6.1349 -12.5580 0.303 -0.310 -1.224 0.487
H -19.2839 9.0697 -9.6280 1.737 -1.609 0.414 0.486
H -15.6314 8.0390 -13.0235 -0.063 0.076 0.758 0.479
H -16.6728 8.8682 -11.2962 0.352 0.914 -0.233 0.485
H -17.0780 7.3813 -11.0517 -0.074 -0.359 -0.089 0.466
H -15.3949 10.5897 -13.3937 0.977 0.340 0.540 0.498
H -16.9795 12.5449 -12.0178 0.489 -2.224 -0.091 0.499
H -14.9000 11.3259 -14.6276 -0.478 0.934 -1.663 0.432
H -18.9790 12.9073 -11.2902 0.556 0.199 0.001 0.492
H -19.5976 7.7772 -15.2742 -0.181 0.355 -1.197 0.469
H -15.8453 9.1918 -16.6164 0.963 -0.147 0.534 0.477
H -20.3995 9.8663 -9.4917 -2.363 1.793 1.895 0.479
H -17.3034 6.7748 -15.1547 -0.436 0.315 -0.374 0.501
H -16.4749 6.7220 -16.5413 -0.615 -0.093 1.522 0.479
H -20.5711 8.8006 -11.6803 0.251 -0.565 -0.262 0.526
H -16.2484 13.7899 -15.0251 0.146 0.164 -0.253 0.454
H -18.2641 10.4494 -9.8991 -0.483 -0.083 -0.069 0.442
H -20.2393 12.1015 -11.2467 0.270 0.714 0.414 0.452
H -16.9090 14.0795 -13.7554 -0.499 -0.587 2.324 0.488
H -18.0779 11.5975 -14.0650 -0.147 -0.138 0.329 0.211
```
Forces are in eV/Å.

Properties
**E_tot**: -33323.3595 eV
**2S+1**: 1
**Total charge**: -1
**Energy relative to the best compared isomer or geometry (same formula, charge and spin)**: 206.7 kJ/mol
**Maximum force**: 0.068 hartree/bohr
**HOMO-LUMO gap**: 7.825 eV
**LUMO energy**: 1.8 eV


2 unconnected molecules or ions with the total composition C6H10, computed with ωB97M-V with the def2-TZVPD basis set.

Structure (XYZ):
```
16
Properties=species:S:1:pos:R:3:forces:R:3:nbo_charge:R:1
C -1.1262 1.4818 0.5372 0.041 0.042 0.036 -0.598
C -1.1303 -0.0079 0.1870 -0.051 -0.122 -0.067 -0.260
C -0.2761 -0.9253 1.0454 -0.126 -0.106 0.236 -0.103
C 0.9138 -0.7045 -0.7987 0.231 0.049 -0.196 -0.109
C 0.9322 -1.1775 0.4781 -0.399 0.173 -0.165 -0.163
C -0.4741 -0.2901 -1.2194 0.007 0.099 0.041 -0.458
H -0.4306 0.5913 -1.8731 -0.035 -0.128 0.100 0.214
H 1.7945 -0.4645 -1.3942 -0.155 -0.068 0.091 0.205
H 3.3351 -0.7325 0.5276 0.116 0.056 -0.042 0.017
H -1.0473 -1.0588 -1.7544 0.119 0.062 0.096 0.233
H -2.1666 -0.3713 0.2384 0.140 0.049 -0.013 0.210
H -0.6993 -1.4491 1.9027 0.093 0.101 -0.121 0.202
H -0.1054 1.8787 0.5028 -0.119 -0.065 -0.002 0.212
H -1.7426 2.0490 -0.1687 0.092 -0.091 0.094 0.210
H -1.5247 1.6473 1.5436 0.072 -0.020 -0.142 0.214
H 3.9015 -0.3689 0.2013 -0.026 -0.031 0.054 -0.025
```
Forces are in eV/Å.

Properties
**E_tot**: -6379.3354 eV
**2S+1**: 1
**Energy relative to the best compared isomer or geometry (same formula, charge and spin)**: 436.5 kJ/mol
**Maximum force**: 0.009 hartree/bohr
**HOMO-LUMO gap (spin up / spin down)**: 7.260 / 8.094 eV
**LUMO energy (spin up / spin down)**: -0.6 / -0.4 eV


A molecular structure, C10H21ClNO3P2Pt, computed with ωB97M-V with the def2-TZVPD basis set.

Structure (XYZ):
```
39
Properties=species:S:1:pos:R:3:forces:R:3:nbo_charge:R:1
Pt 0.1929 0.0288 0.2469 -3.552 -0.345 0.791 0.678
Cl -1.5059 -0.1512 -1.4852 0.730 -0.055 -1.113 0.001
P -0.0920 2.3465 0.3578 -1.709 4.422 0.592 1.209
P 0.1463 -2.2751 0.6253 -1.286 -4.146 1.149 1.221
O 1.2573 0.0162 -2.2196 -4.508 -0.462 -0.739 -0.469
O 3.1984 0.1441 -0.0442 -5.151 -0.268 0.510 -0.268
O -0.5494 -0.1848 4.1268 -0.612 0.430 -3.051 -0.263
N -1.2322 0.1393 1.8406 0.269 -0.028 -0.155 -0.517
C 0.0712 3.1402 -1.2535 0.350 -0.617 -0.504 -0.979
C 2.0382 0.0995 0.0894 10.739 0.663 -0.732 0.422
C 1.0687 3.1288 1.4929 0.398 -0.687 0.147 -0.982
C -0.8601 -0.0312 2.9878 0.227 -0.756 4.307 0.739
C 0.1420 -0.1041 -2.6791 4.148 0.414 -0.674 0.728
C -1.7759 2.7810 0.9158 0.070 -0.559 0.251 -0.952
C 1.3235 -2.8062 1.8797 0.456 0.697 0.194 -0.989
C -1.4982 -2.8107 1.1886 -0.067 0.405 0.116 -0.964
C 0.4544 -3.1992 -0.8875 0.353 0.526 -0.692 -0.982
C -0.1994 -0.2106 -4.1049 -0.495 -0.067 -0.053 -0.764
H 0.7268 -0.1643 -4.6857 -0.086 -0.008 0.187 0.315
H 0.9516 4.2213 1.4449 -0.074 -0.209 -0.082 0.318
H 0.1372 4.2269 -1.1050 0.007 -0.147 0.094 0.320
H -0.3626 -3.0349 -1.6058 0.206 -0.125 0.242 0.273
H -1.5872 -3.8994 1.0682 0.060 0.180 -0.012 0.307
H -1.6310 -2.5467 2.2469 0.006 -0.191 -0.286 0.272
H -1.9865 2.2315 1.8437 -0.080 0.614 -0.382 0.273
H 0.9805 2.7871 -1.7549 -0.097 0.297 -0.041 0.270
H -0.8045 2.9082 -1.8725 0.170 0.091 0.152 0.274
H 1.3263 -3.9083 1.9413 -0.100 0.284 -0.116 0.323
H -1.8433 3.8634 1.0823 0.103 -0.101 -0.134 0.305
H 2.3344 -2.4555 1.6157 -0.210 -0.260 0.187 0.279
H 1.4059 -2.8802 -1.3366 -0.171 -0.266 0.017 0.276
H -0.7154 -1.1565 -4.2838 -0.165 0.017 -0.076 0.310
H -2.4957 2.4643 0.1530 0.052 0.145 0.134 0.272
H -2.2738 -2.3028 0.6014 0.078 -0.267 0.117 0.271
H -0.8618 0.6126 -4.3805 -0.171 -0.041 -0.057 0.311
H 2.0952 2.8581 1.2105 -0.122 0.232 0.166 0.276
H 0.8699 2.7831 2.5170 0.102 0.169 -0.195 0.281
H 0.5122 -4.2711 -0.6395 -0.009 0.240 0.074 0.322
H 1.0418 -2.3884 2.8622 0.142 -0.218 -0.333 0.285
```
Forces are in eV/Å.

Properties
**E_tot**: -52654.4381 eV
**2S+1**: 5
**Total charge**: +3
**Maximum force**: 0.210 hartree/bohr
**HOMO-LUMO gap (spin up / spin down)**: 6.454 / 5.856 eV
**LUMO energy (spin up / spin down)**: -10.9 / -15.4 eV


4 unconnected molecules or ions with the total composition C14H42BN4O4S, computed with ωB97M-V with the def2-TZVPD basis set.

Structure (XYZ):
```
66
Properties=species:S:1:pos:R:3:forces:R:3:nbo_charge:R:1
S -2.0852 -4.2106 2.3432 -0.067 -0.234 0.224 -0.440
O 0.9296 2.8389 -3.3091 -0.035 0.029 0.032 -0.548
O -0.2026 -0.7934 0.7419 0.204 0.061 0.191 -0.562
O 0.1209 -8.5953 2.5376 0.070 -0.001 0.052 -0.539
O 0.3441 6.6158 -1.5884 -0.051 0.000 -0.010 -0.549
N 2.7918 0.7660 -4.2066 -0.084 0.042 -0.042 -0.828
N -0.3256 -2.3282 3.5659 -0.050 -0.188 -0.051 -1.087
N -1.1989 7.5010 0.7342 0.080 -0.036 -0.027 -0.827
N -2.0804 -7.3422 4.0731 0.025 -0.107 -0.161 -0.844
C -0.5090 8.4445 -0.1445 -0.064 0.012 0.038 -0.079
C 4.1046 2.5740 -3.2486 0.017 0.010 0.014 -0.614
C -1.2097 -1.7512 1.0973 -0.143 -0.127 -0.058 -0.310
C -2.1510 -9.7586 4.4141 -0.014 -0.019 0.014 -0.612
C 0.6593 7.8125 -0.9080 0.051 0.018 0.001 -0.070
C -2.2138 -8.6248 3.3930 -0.026 0.013 0.055 -0.078
C -1.2427 -8.7983 2.2198 -0.067 -0.032 -0.061 -0.074
C 3.0966 2.1904 -4.3264 0.054 -0.055 0.017 -0.077
C -0.2421 6.7653 -2.8654 0.031 -0.058 0.000 -0.249
C 1.2062 3.5062 -2.0899 -0.047 -0.069 0.018 -0.252
C -1.5351 9.1318 -1.0390 -0.010 0.019 -0.011 -0.613
C 1.8462 3.0764 -4.3518 -0.008 0.023 -0.051 -0.068
C 0.7949 -9.7014 3.0844 0.012 0.030 -0.028 -0.241
C -0.6182 0.1155 -0.2236 -0.071 -0.022 -0.125 -0.231
B -0.6378 -2.8409 2.1636 0.182 0.164 -0.043 0.193
H 0.1678 7.6365 -3.3875 -0.005 0.004 -0.016 0.163
H -1.2785 -9.6569 5.0607 0.009 0.011 -0.013 0.198
H -0.0086 5.8665 -3.4365 -0.007 -0.005 0.002 0.195
H -1.3292 6.8630 -2.8124 0.011 0.037 -0.005 0.168
H -2.3000 -6.5899 3.4207 0.014 0.112 0.149 0.396
H -1.4839 6.6951 0.1852 -0.038 0.014 0.003 0.359
H -2.1797 8.4042 -1.5330 0.019 -0.011 -0.005 0.203
H 0.6770 -9.7690 4.1699 -0.014 -0.031 -0.011 0.161
H 1.4318 7.5380 -0.1852 -0.004 -0.022 -0.008 0.184
H -1.6603 0.4312 -0.0638 0.053 0.073 0.026 0.152
H 0.2610 3.6263 -1.5631 -0.004 0.000 -0.005 0.195
H 3.7771 2.2371 -2.2648 -0.017 0.009 -0.009 0.210
H -1.1014 -7.2003 4.3068 -0.019 0.028 0.037 0.354
H 1.8553 -9.5780 2.8624 0.002 -0.001 0.002 0.183
H -3.0315 -9.7268 5.0559 0.006 0.027 0.011 0.213
H 4.2543 3.6549 -3.2086 -0.004 -0.002 0.000 0.198
H -3.2150 -8.6413 2.9462 0.015 -0.041 -0.050 0.179
H 1.2993 2.8663 -5.2757 -0.012 -0.008 0.014 0.178
H 2.2188 0.4656 -4.9881 0.025 -0.009 -0.011 0.351
H -1.3654 -9.7939 1.7638 -0.037 0.017 0.012 0.143
H 3.5792 2.3347 -5.3001 0.002 0.032 -0.006 0.178
H -1.5692 -2.2515 0.1812 0.043 0.075 -0.014 0.148
H 5.0636 2.0982 -3.4508 -0.009 -0.026 0.006 0.217
H 2.1338 4.1390 -4.3663 0.028 -0.018 -0.011 0.154
H 0.5840 -1.8941 3.6280 0.039 0.079 -0.043 0.350
H 1.6311 4.4982 -2.2693 0.022 -0.011 0.034 0.169
H -2.0640 -1.1851 1.5149 -0.040 -0.087 -0.019 0.139
H 1.8817 2.9299 -1.4532 0.020 0.032 -0.011 0.170
H -2.1766 9.7771 -0.4400 -0.012 -0.020 0.014 0.219
H -3.0013 -3.7958 1.4662 -0.057 0.129 -0.170 0.101
H -1.0158 -1.6801 3.9247 -0.012 0.058 0.022 0.339
H 0.0319 0.9942 -0.1783 -0.005 0.013 -0.025 0.161
H -1.0525 9.7397 -1.8068 0.002 -0.003 0.000 0.200
H -0.0620 9.2118 0.4970 0.026 0.015 -0.019 0.183
H -1.4808 -8.0451 1.4666 0.037 0.036 0.027 0.203
H -0.5557 7.1369 1.4293 -0.015 0.028 0.024 0.356
H 2.2167 0.6214 -3.3811 0.050 -0.015 0.028 0.365
H 1.0989 8.5369 -1.6085 -0.026 0.024 0.018 0.159
H 0.4478 -10.6407 2.6363 0.009 -0.015 0.009 0.155
H 0.3425 -3.4025 1.6992 -0.033 0.006 0.029 -0.085
H -2.1089 -10.7383 3.9306 0.003 0.004 -0.002 0.190
H -0.5550 -0.3068 -1.2395 -0.054 -0.008 0.001 0.146
```
Forces are in eV/Å.

Properties
**E_tot**: -40861.3131 eV
**2S+1**: 1
**Total charge**: -1
**Maximum force**: 0.006 hartree/bohr
**HOMO-LUMO gap**: 5.931 eV
**LUMO energy**: 2.1 eV


C13H23N3O3S in the gas phase, computed with ωB97M-V with the def2-TZVPD basis set.

Structure (XYZ):
```
43
Properties=species:S:1:pos:R:3:forces:R:3:nbo_charge:R:1
S 2.8522 1.3639 -0.3081 0.095 0.515 -0.028 0.283
O 0.7362 -0.1368 0.2727 0.043 0.136 0.054 -0.408
O -2.8777 -0.0999 1.5389 -0.096 0.203 0.412 -0.662
O -3.6861 0.1932 -0.5747 -0.042 0.016 -0.183 -0.535
N 2.2643 -1.2277 -0.8751 0.960 1.223 -0.094 -0.350
N -2.0263 -1.2125 -0.2379 0.007 -0.066 -0.231 -0.629
N 1.2336 -2.0647 -0.6417 -1.377 -0.839 0.457 -0.289
C -1.0937 -3.4118 0.3391 0.056 0.206 0.107 -0.605
C 6.2084 0.6763 0.5414 -0.216 -0.131 0.026 -0.392
C 4.3347 0.7775 -1.2081 -0.370 -0.234 0.218 -0.506
C -4.0737 2.3946 0.4139 0.077 -0.307 -0.043 -0.645
C -2.8763 -0.3320 0.3556 0.164 -0.267 -0.272 0.902
C -5.3995 1.4907 -1.5200 0.310 -0.213 0.277 -0.614
C 1.9442 -0.0932 -0.3271 0.206 -0.628 -0.399 0.284
C -5.7018 0.5045 0.7710 0.304 -0.040 -0.095 -0.645
C -0.9870 -1.8996 0.4978 -0.136 0.114 0.199 -0.099
C 5.5029 1.4125 1.6737 0.257 0.000 -0.102 -0.607
C 0.3460 -1.4167 0.0335 0.297 -0.466 -0.205 0.437
C -4.7112 1.1481 -0.1983 -0.435 0.413 0.207 0.274
C 5.2627 -0.0971 -0.3780 0.210 0.128 0.052 -0.414
H 6.9164 -0.0363 0.9704 0.072 0.041 -0.046 0.204
H -6.1145 -0.4034 0.3361 -0.085 -0.070 -0.049 0.211
H 6.2355 1.8484 2.3492 0.031 0.077 0.099 0.209
H -6.5128 1.1970 0.9780 -0.111 0.080 -0.013 0.213
H 3.9534 0.2271 -2.0659 0.072 0.103 -0.075 0.249
H -2.0784 -3.7437 0.6559 -0.076 0.017 0.028 0.219
H 4.8780 0.7279 2.2426 -0.125 -0.012 0.078 0.205
H -0.3376 -3.9020 0.9441 0.082 -0.113 0.017 0.225
H -4.8410 3.1373 0.6133 -0.100 0.094 -0.017 0.213
H 4.8360 1.6857 -1.5408 -0.051 0.056 -0.061 0.225
H 4.8758 2.2135 1.2916 -0.054 0.081 0.105 0.201
H -4.6810 1.9163 -2.2154 0.059 0.074 -0.086 0.215
H -3.3429 2.8167 -0.2727 0.046 0.079 -0.079 0.212
H -5.8210 0.5932 -1.9650 -0.079 -0.084 -0.056 0.214
H -0.9324 -3.6894 -0.6987 0.012 -0.085 -0.085 0.220
H 5.8635 -0.6812 -1.0793 -0.030 -0.076 -0.005 0.215
H 6.7818 1.3908 -0.0542 0.113 -0.022 -0.023 0.190
H -3.5751 2.1419 1.3454 -0.005 0.057 0.037 0.242
H -5.2043 0.2536 1.7037 -0.049 0.004 0.049 0.241
H -1.1285 -1.5990 1.5442 0.055 -0.111 -0.201 0.257
H 4.6677 -0.8042 0.2016 0.032 -0.075 -0.050 0.219
H -6.1952 2.2091 -1.3476 -0.087 0.080 0.031 0.213
H -2.0841 -1.3378 -1.2358 -0.036 0.042 0.045 0.408
```
Forces are in eV/Å.

Properties
**E_tot**: -35302.8529 eV
**2S+1**: 1
**Energy relative to the best compared isomer or geometry (same formula, charge and spin)**: 16.1 kJ/mol
**Maximum force**: 0.033 hartree/bohr
**HOMO-LUMO gap**: 9.374 eV
**LUMO energy**: 0.7 eV